[1]
ORCA calculation (wB97M-V/def2-TZVPD) on a cluster of 21 separate species, H42O21 in total.

Each line ends with the natural charge from an NBO analysis.
Cartesian coordinates (Å):
O (-2.155, 1.245, 2.311)  -1.05
H (-2.616, 0.775, 1.599)  0.50
H (-1.424, 0.673, 2.618)  0.50
O (0.453, 1.866, -3.951)  -0.99
H (0.359, 1.346, -3.139)  0.48
H (-0.405, 1.887, -4.381)  0.49
O (-0.876, 0.708, -1.832)  -0.98
H (-0.291, 1.413, -1.524)  0.48
H (-0.305, -0.085, -1.655)  0.52
O (-1.806, 3.857, 0.097)  -0.95
H (-2.684, 4.033, -0.240)  0.47
H (-1.871, 3.138, 0.734)  0.48
O (-0.899, -0.992, 2.941)  -0.97
H (-1.027, -1.246, 2.023)  0.47
H (0.007, -1.219, 3.175)  0.51
O (1.256, 0.422, 3.063)  -0.98
H (1.008, 0.594, 3.976)  0.50
H (2.169, 0.639, 2.879)  0.49
O (0.383, 2.873, 3.960)  -0.95
H (-0.063, 2.122, 3.579)  0.47
H (-0.309, 3.480, 4.238)  0.48
O (-0.894, -3.626, -3.226)  -0.99
H (-0.114, -3.423, -2.687)  0.51
H (-1.236, -4.500, -3.023)  0.48
O (-4.920, 1.554, 2.131)  -0.96
H (-4.728, 2.387, 1.712)  0.47
H (-4.214, 1.433, 2.780)  0.50
O (0.619, 1.690, 0.687)  -0.96
H (-0.270, 1.675, 1.083)  0.49
H (0.821, 0.776, 0.842)  0.46
O (3.110, -0.478, 0.696)  -0.98
H (2.585, 0.316, 0.812)  0.48
H (4.017, -0.163, 0.770)  0.50
O (3.324, -0.077, -2.960)  -0.96
H (3.735, 0.163, -2.135)  0.48
H (2.742, 0.662, -3.163)  0.47
O (-3.006, 0.472, -0.122)  -1.10
H (-2.182, 0.436, -0.606)  0.57
H (-3.875, 0.239, 0.144)  0.55
O (-1.423, -3.236, -0.169)  -0.99
H (-2.301, -3.082, 0.230)  0.51
H (-1.674, -3.209, -1.103)  0.49
O (3.273, 2.381, 0.652)  -0.97
H (2.451, 2.571, 1.141)  0.50
H (3.078, 2.846, -0.171)  0.48
O (0.896, -1.774, -3.039)  -0.97
H (0.165, -1.696, -3.658)  0.48
H (1.674, -1.558, -3.570)  0.50
O (0.226, -1.125, -0.308)  -1.03
H (-0.172, -2.010, -0.185)  0.53
H (1.121, -0.911, -0.047)  0.49
O (2.777, 2.786, -2.900)  -0.93
H (2.482, 2.403, -3.737)  0.48
H (2.033, 2.544, -2.353)  0.45
O (-3.837, -2.097, 0.286)  -0.98
H (-3.399, -1.253, 0.098)  0.49
H (-4.678, -2.159, -0.161)  0.49
O (1.099, -2.657, 2.875)  -0.94
H (1.782, -2.051, 2.555)  0.48
H (0.894, -3.178, 2.098)  0.48
O (2.616, -3.844, -1.077)  -0.94
H (3.000, -3.785, -1.952)  0.47
H (2.680, -2.945, -0.735)  0.47

Properties
Energy relative to the best compared isomer or geometry (same formula, charge and spin): 6.577 eV
Spin multiplicity: 1
E: -43679.2383 eV
Net charge: 0

***

[2]
ORCA calculation (wB97M-V/def2-TZVPD) on an isolated molecule of C21H29N3O3S.

Each line ends with the natural charge from an NBO analysis.
Cartesian coordinates (Å):
C (-2.287, -2.342, -2.193)  -0.65
C (-1.510, -1.970, -0.981)  0.17
C (-1.375, -0.749, -0.368)  -0.18
C (-0.518, -0.940, 0.743)  -0.44
C (-0.163, -2.266, 0.786)  0.21
N (-0.774, -2.886, -0.268)  -0.32
C (-0.667, -4.276, -0.615)  -0.41
H (-1.658, -4.728, -0.685)  0.21
H (-0.094, -4.798, 0.147)  0.22
H (-0.164, -4.394, -1.577)  0.21
C (0.712, -2.953, 1.769)  -0.67
H (0.181, -3.759, 2.276)  0.22
H (1.599, -3.367, 1.289)  0.22
H (1.019, -2.218, 2.509)  0.27
S (-0.094, 0.427, 1.778)  2.35
O (-1.302, 1.158, 2.040)  -0.95
O (0.676, -0.039, 2.898)  -0.95
N (0.880, 1.389, 0.846)  -0.86
H (0.349, 1.747, 0.057)  0.43
C (2.126, 0.772, 0.455)  -0.23
H (2.551, 0.341, 1.364)  0.22
C (3.079, 1.812, -0.143)  -0.44
C (4.385, 1.169, -0.508)  0.08
C (4.580, 0.632, -1.775)  -0.25
C (5.771, 0.010, -2.103)  -0.20
C (6.785, -0.086, -1.165)  -0.23
C (6.599, 0.441, 0.101)  -0.19
C (5.407, 1.062, 0.427)  -0.25
H (5.265, 1.474, 1.416)  0.21
H (7.388, 0.369, 0.837)  0.21
H (7.717, -0.569, -1.421)  0.21
H (5.911, -0.398, -3.094)  0.21
H (3.791, 0.709, -2.510)  0.21
H (3.232, 2.603, 0.592)  0.22
H (2.607, 2.246, -1.027)  0.21
H (1.966, -0.040, -0.273)  0.18
C (-1.847, 0.608, -0.748)  0.70
O (-1.079, 1.390, -1.300)  -0.67
N (-3.114, 0.922, -0.447)  -0.42
C (-3.988, 0.109, 0.364)  -0.22
C (-5.367, 0.020, -0.288)  -0.40
C (-5.935, 1.421, -0.503)  -0.40
C (-4.957, 2.244, -1.338)  -0.40
C (-3.591, 2.273, -0.659)  -0.23
H (-2.852, 2.791, -1.273)  0.24
H (-3.659, 2.778, 0.312)  0.20
H (-5.323, 3.264, -1.458)  0.21
H (-4.858, 1.799, -2.330)  0.20
H (-6.903, 1.362, -1.004)  0.21
H (-6.082, 1.904, 0.465)  0.20
H (-6.031, -0.567, 0.348)  0.21
H (-5.278, -0.489, -1.250)  0.20
H (-3.550, -0.882, 0.482)  0.23
H (-4.067, 0.568, 1.356)  0.20
H (-3.086, -3.044, -1.949)  0.22
H (-2.728, -1.447, -2.621)  0.24
H (-1.646, -2.806, -2.942)  0.22

Properties
Energy relative to the best compared isomer or geometry (same formula, charge and spin): 1.398 eV
Spin multiplicity: 1
E: -43696.7363 eV
Net charge: 0

***

[3]
ORCA calculation (wB97M-V/def2-TZVPD) on a structure of composition C4H6OS2.

Each line ends with the natural charge from an NBO analysis.
Cartesian coordinates (Å):
C (-0.836, 0.096, 0.604)  -0.07
C (-1.108, 0.757, -0.704)  -0.27
C (0.617, -0.434, 0.509)  -0.38
C (1.858, 0.046, -0.284)  -0.48
H (-1.919, -1.287, 0.040)  0.46
H (-0.922, 0.916, 1.382)  0.22
H (-0.930, -0.131, -1.801)  0.26
H (0.965, -1.262, 1.147)  0.25
H (1.898, 1.008, -0.749)  0.24
H (2.733, -0.051, 0.418)  0.24
O (-1.897, -0.794, 0.992)  -0.65
S (-1.327, 2.489, -0.624)  0.04
S (0.868, -1.353, -0.930)  0.16

Properties
Energy relative to the best compared isomer or geometry (same formula, charge and spin): 4.966 eV
Spin multiplicity: 1
E: -27958.3128 eV
Net charge: 0

***

[4]
ORCA calculation (wB97M-V/def2-TZVPD) on an isolated molecule of C2H5NO2.

Each line ends with the natural charge from an NBO analysis.
Cartesian coordinates (Å):
N (1.422, -0.009, 0.257)  -0.83
C (0.343, -0.757, -0.090)  0.64
O (0.369, -1.968, -0.201)  -0.61
C (-0.954, 0.016, -0.313)  -0.17
O (-0.918, 1.368, 0.089)  -0.72
H (2.306, -0.487, 0.320)  0.40
H (1.413, 0.985, 0.104)  0.41
H (-1.167, 0.007, -1.386)  0.21
H (-1.752, -0.552, 0.179)  0.20
H (-1.062, 1.395, 1.042)  0.47

Properties
Energy relative to the best compared isomer or geometry (same formula, charge and spin): 0.308 eV
Spin multiplicity: 1
E: -7740.4429 eV
Net charge: 0

***

Number 1: gap between HOMO and LUMO 11.0 eV, highest occupied orbital energy -11.15 eV, F_max 0.04130 Eh/bohr. Number 2: gap between HOMO and LUMO 8.9 eV, highest occupied orbital energy -8.41 eV, F_max 0.01831 Eh/bohr. Number 3: gap between HOMO and LUMO 7.6 eV, highest occupied orbital energy -8.62 eV, F_max 0.10573 Eh/bohr. Number 4: gap between HOMO and LUMO 10.4 eV, highest occupied orbital energy -9.74 eV, F_max 0.00613 Eh/bohr.